Computed, not measured: C39H48BrIN6Ru as an isolated structure, with ωB97M-V/def2-TZVPD.

Values from the calculation:
Energy relative to the best compared isomer or geometry (same formula, charge and spin) = 58.7 kcal per mole
LUMO level (spin up / spin down) = -7.90 / -11.63 eV
Multiplicity = 2
Kohn-Sham gap (spin up / spin down) = 7.11 / 3.38 eV
Total charge = +3

CARTESIAN COORDINATES (ANGSTROEM)
Ru1 0.18 -0.06 0.65
N1 1.43 2.13 0.24
C1 0.86 3.22 1.06
C2 0.30 4.36 0.23
C3 -0.72 3.85 -0.80
C4 -1.72 2.82 -0.26
N2 -1.26 1.39 -0.34
H1 2.43 2.28 0.15
H2 1.07 2.22 -0.70
H3 1.60 3.55 1.79
H4 0.04 2.80 1.63
H5 1.09 4.92 -0.28
H6 -0.20 5.05 0.90
H7 -0.24 3.43 -1.69
H8 -1.29 4.70 -1.17
H9 -2.64 2.89 -0.86
H10 -2.00 3.04 0.77
H11 -1.05 1.24 -1.33
H12 -2.11 0.83 -0.22
C5 2.29 0.02 3.74
C6 1.35 1.17 3.95
C7 1.75 2.23 4.75
C8 0.88 3.27 5.07
C9 -0.42 3.23 4.60
C10 -0.87 2.19 3.80
C11 -2.31 2.19 3.35
C12 0.04 1.18 3.46
N3 -0.41 0.15 2.55
C13 -1.34 -0.67 2.94
C14 -1.82 -0.83 4.34
C15 -1.96 -1.46 1.85
C16 -3.02 -2.46 2.18
N4 -1.50 -1.19 0.67
C17 -2.24 -1.58 -0.50
C18 -3.59 -1.23 -0.62
C19 -4.36 -0.38 0.36
C20 -4.28 -1.67 -1.75
C21 -3.66 -2.40 -2.74
C22 -2.30 -2.66 -2.64
C23 -1.57 -2.24 -1.55
C24 -0.08 -2.45 -1.52
H13 3.33 0.35 3.82
H14 2.14 -0.47 2.78
H15 2.14 -0.74 4.51
H16 2.76 2.24 5.15
H17 1.21 4.08 5.69
H18 -1.11 4.03 4.86
H19 -2.66 3.21 3.20
H20 -2.96 1.75 4.11
H21 -2.47 1.64 2.42
H22 -1.27 -0.20 5.03
H23 -1.72 -1.87 4.65
H24 -2.88 -0.58 4.41
H25 -2.61 -3.17 2.91
H26 -3.34 -3.02 1.30
H27 -3.89 -2.00 2.65
H28 -4.93 0.38 -0.18
H29 -3.73 0.13 1.09
H30 -5.09 -0.97 0.92
H31 -5.33 -1.42 -1.85
H32 -4.22 -2.75 -3.59
H33 -1.79 -3.21 -3.43
H34 0.29 -2.81 -2.48
H35 0.23 -3.15 -0.74
H36 0.40 -1.48 -1.31
N5 2.96 -0.11 0.04
C25 3.33 -1.47 -0.03
C26 4.45 -1.90 -0.70
C27 4.81 -3.26 -0.71
C28 4.07 -4.16 0.00
C29 2.92 -3.74 0.70
C30 2.16 -4.65 1.46
C31 1.06 -4.20 2.13
C32 0.69 -2.86 1.97
N6 1.32 -1.96 1.24
C33 2.50 -2.38 0.65
H37 3.56 0.46 -0.54
H38 3.02 0.23 0.99
H39 5.08 -1.18 -1.20
H40 5.70 -3.57 -1.24
H41 4.36 -5.20 0.05
H42 2.48 -5.68 1.53
H43 0.47 -4.84 2.76
H44 -0.20 -2.54 2.49
Br1 -0.71 -1.06 -7.10
C34 0.50 0.24 -7.52
C35 0.71 0.51 -8.89
C36 1.60 1.48 -9.26
C37 2.32 2.19 -8.25
C38 2.12 1.93 -6.90
C39 1.23 0.97 -6.50
I1 0.98 0.60 -4.48
H45 0.15 -0.05 -9.63
H46 1.77 1.70 -10.30
H47 3.03 2.95 -8.55
H48 2.68 2.49 -6.16